An isolated molecule of CH2ClPS in a non-equilibrium geometry, computed with the ωB97M-V functional and the def2-TZVPD basis.

Charge: 0
LUMO energy (eV): -1.46
HOMO (eV): -9.155
Gap between HOMO and LUMO (eV): 7.70

CARTESIAN COORDINATES (ANGSTROEM)
S 2.169 -1.370 0.456
P 0.611 -1.172 -0.620
H 0.016 0.876 0.839
H -1.570 0.105 0.469
C -0.539 0.236 0.144
Cl -0.687 1.325 -1.289